# 1
Below is C5H14N2 in the gas phase in a non-equilibrium geometry, with properties calculated with ωB97M-V/def2-TZVPD.

Element x y z (Å)
C (1.737, 0.528, -2.165)
C (1.086, -0.844, -1.993)
N (-0.191, -0.856, -1.253)
C (-0.330, 0.034, -0.125)
C (-0.283, -0.744, 1.187)
N (-0.447, 0.073, 2.391)
C (-1.757, 0.718, 2.507)
H (2.454, 0.592, -2.985)
H (0.936, 1.264, -2.300)
H (2.257, 0.822, -1.249)
H (0.919, -1.312, -2.971)
H (1.773, -1.522, -1.481)
H (-0.905, -0.693, -1.948)
H (0.391, 0.855, -0.055)
H (-1.323, 0.502, -0.153)
H (0.665, -1.276, 1.240)
H (-1.077, -1.485, 1.147)
H (0.329, 0.721, 2.418)
H (-2.488, 0.040, 2.080)
H (-1.767, 1.746, 2.133)
H (-1.978, 0.837, 3.574)

Values from the calculation:
Highest occupied orbital energy ... -8.3 eV
Frontier orbital gap ... 9.3 eV
Net charge ... 0
Structure (SMILES) ... CCNCCNC
LUMO level ... 1.045 eV

---

# 2
Below is 2 unconnected molecules or ions with the total composition C4H12NO3 in a non-equilibrium geometry, with properties calculated with ωB97M-V/def2-TZVPD.

Element x y z (Å)
C (1.555, 0.814, 1.088)
C (-2.009, 0.654, -2.118)
C (1.192, -0.027, -0.140)
C (-0.302, 0.096, -0.531)
N (-0.686, 0.673, -1.642)
O (1.851, 0.527, -1.247)
O (-0.563, -2.439, 1.929)
O (-1.215, -0.268, 0.258)
H (1.584, 1.861, 0.819)
H (2.562, 0.492, 1.187)
H (1.074, 0.725, 2.104)
H (-2.135, 0.560, -3.161)
H (-2.550, -0.202, -1.595)
H (-2.780, 1.469, -1.899)
H (1.645, -0.939, 0.278)
H (0.139, 0.936, -2.154)
H (-0.275, -3.237, 1.534)
H (2.720, 0.790, -1.009)
H (-0.703, -2.738, 2.813)
H (-0.926, -1.137, 0.698)

Values from the calculation:
⟨S²⟩ ... 2.007
Spin multiplicity ... 3
Highest occupied orbital energy (alpha / beta) ... -10.2 / -14.6 eV
Frontier orbital gap (alpha / beta) ... 7.5 / 6.1 eV
Net charge ... +1
LUMO level (alpha / beta) ... -2.725 / -8.461 eV

---

# 3
Below is 12 unconnected molecules or ions with the total composition C12H48O12 in a non-equilibrium geometry, with properties calculated with ωB97M-V/def2-TZVPD.

Element x y z (Å)
C (6.044, -5.855, 0.872)
O (4.775, -5.539, 1.459)
H (6.143, -5.700, -0.202)
H (6.809, -5.186, 1.266)
H (6.305, -6.888, 1.106)
H (4.474, -4.688, 1.132)
C (-3.727, 4.741, -3.590)
O (-3.121, 4.455, -2.347)
H (-3.648, 3.939, -4.325)
H (-4.790, 4.953, -3.480)
H (-3.251, 5.586, -4.087)
H (-3.562, 3.724, -1.909)
C (3.006, 3.207, 6.350)
O (1.991, 3.858, 7.072)
H (3.531, 2.397, 6.856)
H (2.586, 2.918, 5.386)
H (3.754, 3.940, 6.047)
H (2.266, 3.777, 7.988)
C (7.742, -0.306, -2.872)
O (8.133, 0.745, -3.748)
H (8.535, -1.046, -2.760)
H (7.418, 0.006, -1.879)
H (6.868, -0.822, -3.271)
H (8.817, 1.294, -3.358)
C (-7.474, 1.234, -0.925)
O (-6.155, 1.005, -0.520)
H (-7.927, 0.336, -1.343)
H (-8.039, 1.490, -0.029)
H (-7.532, 2.099, -1.586)
H (-6.058, 0.298, 0.122)
C (-2.014, -1.748, -4.667)
O (-0.807, -1.168, -4.275)
H (-2.090, -1.795, -5.754)
H (-2.235, -2.665, -4.122)
H (-2.787, -1.051, -4.344)
H (-0.668, -0.493, -4.943)
C (2.732, 4.562, -3.473)
O (2.107, 4.709, -2.248)
H (2.206, 3.700, -3.883)
H (2.463, 5.375, -4.147)
H (3.780, 4.320, -3.295)
H (1.154, 4.726, -2.361)
C (-2.483, -1.305, 7.224)
O (-2.053, -2.574, 7.705)
H (-2.613, -1.268, 6.142)
H (-3.435, -1.016, 7.669)
H (-1.786, -0.507, 7.480)
H (-2.829, -3.135, 7.641)
C (3.419, -4.799, -6.620)
O (4.624, -4.738, -7.389)
H (2.630, -4.092, -6.876)
H (3.044, -5.816, -6.732)
H (3.620, -4.665, -5.557)
H (4.470, -5.097, -8.266)
C (-5.753, -4.834, 1.517)
O (-5.782, -3.582, 2.197)
H (-5.925, -5.692, 2.167)
H (-6.552, -4.848, 0.775)
H (-4.907, -5.030, 0.859)
H (-6.530, -3.587, 2.799)
C (-2.344, 5.772, 4.160)
O (-2.615, 4.997, 5.302)
H (-3.256, 5.980, 3.600)
H (-1.900, 6.752, 4.332)
H (-1.653, 5.211, 3.531)
H (-1.730, 4.823, 5.632)
C (0.630, -0.809, 1.118)
O (1.660, -1.210, 0.306)
H (-0.209, -1.473, 0.907)
H (0.820, -0.895, 2.188)
H (0.342, 0.214, 0.875)
H (1.341, -1.220, -0.599)

Values from the calculation:
Highest occupied orbital energy ... -9.9 eV
Frontier orbital gap ... 10.1 eV
Net charge ... 0
Structure (SMILES) ... CO.CO.CO.CO.CO.CO.CO.CO.CO.CO.CO.CO
LUMO level ... 0.154 eV

---

Q: Which energy relative to the best compared isomer or geometry (same formula, charge and spin) values were calculated for the entries above? A: 1.2194; 0.0000; 7.7499, in eV.